(1)
The following is a quantum chemistry calculation of a structure of composition C3H5N3 at a distorted geometry, from the Open Molecules 2025 dataset.

ORCA input file:
```
! wB97M-V def2-TZVPD RIJCOSX def2/J DEFGRID3
* xyz 0 1
N -1.496 1.613 -0.237
C -0.630 0.644 -0.102
C -0.655 -0.894 -0.023
N 0.723 -1.356 -0.172
C 1.593 -0.467 -0.162
N 0.527 1.267 0.031
H -2.284 1.562 0.388
H -0.986 -1.209 0.976
H -1.338 -1.340 -0.766
H 2.684 -0.587 -0.139
H 1.524 0.770 0.066
*
```

Results
energy relative to the best compared isomer or geometry (same formula, charge and spin) = 556.4 kJ/mol
HOMO energy (spin up / spin down) = -8.2 / -8.2 eV
gap between HOMO and LUMO (spin up / spin down) = 8.225 / 8.224 eV
LUMO level (spin up / spin down) = -0.0005 / -0.0005 Ha
max |F| = 1.4 eV Å⁻¹

Löwdin atomic charge list, values in e, 6 entries: 0.069 -0.535 -0.117 0.034 -0.006 0.152

(2)
The following is a quantum chemistry calculation of a cluster of 3 separate species, C5H13NO2 in total at a distorted geometry, from the Open Molecules 2025 dataset.

ORCA input file:
```
! wB97M-V def2-TZVPD RIJCOSX def2/J DEFGRID3
* xyz 0 1
C 0.331 3.066 -1.599
C 0.539 1.976 -0.836
C 0.229 0.639 -1.284
C 0.661 -0.472 -0.640
N 0.818 -1.782 -0.979
C 0.865 -2.729 0.147
H 0.384 4.083 -1.244
H -0.134 2.903 -2.567
H 1.195 2.040 0.029
H -0.076 0.522 -2.325
H 1.032 -0.333 0.379
H 0.286 -2.093 -1.782
H 1.807 -2.555 0.660
H 0.780 -3.757 -0.200
H -0.001 -2.599 0.794
O -0.388 0.651 3.310
H -0.944 1.206 3.866
H -0.961 0.275 2.651
O -2.081 -0.337 0.955
H -1.742 0.245 0.257
H -2.600 -0.948 0.410
*
```

Results
energy relative to the best compared isomer or geometry (same formula, charge and spin) = 232.0 kJ/mol
HOMO energy = -7.6 eV
gap between HOMO and LUMO = 8.250 eV
LUMO level = 0.0226 Ha
max |F| = 1.8 eV Å⁻¹

Löwdin atomic charge list, values in e, 6 entries: -0.016 -0.219 -0.159 -0.197 -0.070 -0.089

(3)
The following is a quantum chemistry calculation of a cluster of 2 separate species, H2NO3S in total at a distorted geometry, from the Open Molecules 2025 dataset.

ORCA input file:
```
! wB97M-V def2-TZVPD RIJCOSX def2/J DEFGRID3
* xyz -1 1
N -1.548 -0.146 -1.381
O 1.095 -1.016 2.247
O 2.281 0.440 0.640
O -0.685 0.604 -0.495
S 1.186 -0.523 0.860
H -2.418 -0.155 -0.833
H 0.089 0.795 -1.038
*
```

Results
energy relative to the best compared isomer or geometry (same formula, charge and spin) = 433.6 kJ/mol
HOMO energy (spin up / spin down) = -4.1 / -1.3 eV
gap between HOMO and LUMO (spin up / spin down) = 8.360 / 4.998 eV
LUMO level (spin up / spin down) = 0.1566 / 0.1364 Ha
max |F| = 1.6 eV Å⁻¹

Löwdin atomic charge list, values in e, 6 entries: -0.102 -0.598 -0.595 -0.356 0.666 -0.043

(4)
The following is a quantum chemistry calculation of a structure of composition C2H9N2 at a distorted geometry, from the Open Molecules 2025 dataset.

ORCA input file:
```
! wB97M-V def2-TZVPD RIJCOSX def2/J DEFGRID3
* xyz 1 1
C 0.255 1.033 -0.314
C 1.257 0.134 -0.406
N -1.596 -0.464 0.025
N 1.570 -0.547 0.678
H 0.070 1.548 0.703
H -0.731 0.289 -0.376
H 0.227 1.725 -1.155
H 1.834 -0.054 -1.335
H -2.286 0.296 0.180
H -2.015 -0.971 -0.810
H -1.461 -1.210 0.717
H 1.009 -0.304 1.538
H 1.866 -1.474 0.556
*
```

Results
energy relative to the best compared isomer or geometry (same formula, charge and spin) = 206.4 kJ/mol
HOMO energy = -13.9 eV
gap between HOMO and LUMO = 10.204 eV
LUMO level = -0.1354 Ha
max |F| = 5.0 eV Å⁻¹

Löwdin atomic charge list, values in e, 6 entries: -0.122 -0.200 0.123 0.148 0.151 -0.033

(5)
The following is a quantum chemistry calculation of a structure of composition C5H8O at a distorted geometry, from the Open Molecules 2025 dataset.

ORCA input file:
```
! wB97M-V def2-TZVPD RIJCOSX def2/J DEFGRID3
* xyz 0 3
C -0.434 1.515 -0.087
C -0.505 0.475 -0.973
C -1.039 0.735 0.989
C -0.891 -0.445 -0.016
C 2.044 -0.674 0.034
O -1.124 -1.749 0.051
H 0.191 2.365 -0.106
H -0.271 0.415 -2.071
H -0.422 0.583 1.903
H -2.076 0.860 1.295
H 2.153 -0.791 -1.005
H 1.481 -1.406 0.496
H 2.178 0.255 0.321
H -1.286 -2.137 -0.830
*
```

Results
energy relative to the best compared isomer or geometry (same formula, charge and spin) = 28.3 kJ/mol
HOMO energy (spin up / spin down) = -6.6 / -9.7 eV
gap between HOMO and LUMO (spin up / spin down) = 7.257 / 10.004 eV
LUMO level (spin up / spin down) = 0.0258 / 0.0128 Ha
expectation value of S² = 2.025
max |F| = 4.7 eV Å⁻¹

Löwdin atomic charge list, values in e, 6 entries: -0.112 -0.099 -0.119 -0.353 0.126 0.073

(6)
The following is a quantum chemistry calculation of a structure of composition C21H24CeN2OP2 at a distorted geometry, from the Open Molecules 2025 dataset.

ORCA input file:
```
! wB97M-V def2-TZVPD RIJCOSX def2/J DEFGRID3
* xyz 2 1
C -1.539 3.408 -1.653
C -1.338 2.068 -1.324
C -0.034 1.524 -1.485
C 1.026 2.295 -2.048
C 0.768 3.659 -2.358
C -0.485 4.204 -2.131
C 2.274 1.672 -2.201
C 2.450 0.294 -2.013
C 1.357 -0.439 -1.459
C 1.438 -1.848 -1.262
C 2.654 -2.480 -1.525
C 3.760 -1.754 -1.991
C 3.662 -0.404 -2.268
H -2.525 3.857 -1.522
H 1.586 4.262 -2.752
H -0.663 5.260 -2.323
H 3.085 2.238 -2.639
H 2.751 -3.553 -1.348
H 4.706 -2.275 -2.139
H 4.508 0.157 -2.666
N 0.276 0.278 -0.956
Ce 0.632 0.494 1.322
C -2.447 1.217 -0.731
H -2.472 0.212 -1.188
H -3.421 1.709 -0.872
C 0.250 -2.609 -0.695
H -0.685 -2.309 -1.199
H 0.394 -3.694 -0.824
P -2.250 0.963 1.106
P 0.021 -2.306 1.132
C 1.330 -3.412 1.776
H 1.283 -3.404 2.871
H 1.167 -4.435 1.406
H 2.326 -3.071 1.469
C -1.499 -3.266 1.438
H -1.366 -4.307 1.108
H -1.714 -3.243 2.514
H -2.349 -2.816 0.905
C -2.568 2.679 1.678
H -3.541 3.036 1.312
H -2.564 2.680 2.775
H -1.781 3.359 1.329
C -3.832 0.152 1.507
H -3.895 0.050 2.598
H -4.678 0.753 1.143
H -3.868 -0.850 1.057
C 2.593 -0.499 2.669
O 3.539 -0.867 3.218
H 2.100 1.426 0.761
N -0.295 -0.091 4.817
C -0.126 0.027 3.662
*
```

Results
energy relative to the best compared isomer or geometry (same formula, charge and spin) = 58.6 kJ/mol
HOMO energy (spin up / spin down) = -14.8 / -14.8 eV
gap between HOMO and LUMO (spin up / spin down) = 6.374 / 6.339 eV
LUMO level (spin up / spin down) = -0.3087 / -0.3100 Ha
max |F| = 5.5 eV Å⁻¹

Löwdin atomic charge list, values in e, 6 entries: 0.019 -0.203 -0.185 -0.129 0.029 -0.016

(7)
The following is a quantum chemistry calculation of an isolated molecule of C7H11NO at a distorted geometry, from the Open Molecules 2025 dataset.

ORCA input file:
```
! wB97M-V def2-TZVPD RIJCOSX def2/J DEFGRID3
* xyz 0 1
C 0.966 -1.928 0.517
C 0.458 -0.723 0.297
C 0.504 0.396 1.287
C -1.001 0.522 1.303
O -1.655 0.523 2.524
C -1.708 0.827 0.187
N -1.195 0.575 -1.070
C -0.034 -0.267 -1.200
C 1.109 0.482 -1.891
H 0.862 -2.745 -0.192
H 1.551 -2.146 1.394
H 1.012 1.286 0.919
H 0.908 0.061 2.248
H -1.019 0.736 3.214
H -2.748 1.104 0.247
H -1.889 0.453 -1.789
H -0.279 -1.166 -1.776
H 1.973 -0.171 -2.027
H 0.770 0.831 -2.864
H 1.416 1.350 -1.328
*
```

Results
energy relative to the best compared isomer or geometry (same formula, charge and spin) = 215.8 kJ/mol
HOMO energy = -7.0 eV
gap between HOMO and LUMO = 7.948 eV
LUMO level = 0.0340 Ha
max |F| = 3.1 eV Å⁻¹

Löwdin atomic charge list, values in e, 6 entries: 0.042 -0.263 -0.077 -0.331 0.020 -0.071

(8)
The following is a quantum chemistry calculation of a structure of composition C31H52AsCl3Ge2OSi4Ti at a distorted geometry, from the Open Molecules 2025 dataset.

ORCA input file:
```
! wB97M-V def2-TZVPD RIJCOSX def2/J DEFGRID3
* xyz 0 1
Ti 0.994 -0.626 -0.795
Cl 5.332 -0.234 -3.037
Ge 4.155 0.350 -1.257
Cl 3.050 -1.747 -1.035
Cl 2.187 0.945 -2.476
C 1.457 -4.572 -1.024
Ge -0.229 -3.706 -1.510
C -0.766 -4.544 -3.194
C -1.538 -4.277 -0.174
C -0.216 -1.774 -1.665
H 1.261 -5.646 -0.947
H 1.838 -4.224 -0.063
H 2.225 -4.417 -1.782
H -0.882 -5.621 -3.040
H -0.005 -4.382 -3.962
H -1.716 -4.140 -3.555
H -1.410 -5.346 0.024
H -2.559 -4.107 -0.530
H -1.401 -3.725 0.756
H -1.187 -1.457 -2.052
O -0.113 0.854 -0.537
As -0.699 1.862 -1.784
C -0.807 1.452 -3.674
C -1.444 2.472 -4.383
C -1.626 2.343 -5.751
C -1.185 1.197 -6.402
C -0.557 0.188 -5.688
C -0.354 0.311 -4.320
C 0.081 3.592 -1.591
C 0.875 4.164 -2.575
C 1.451 5.404 -2.344
C 1.242 6.056 -1.134
C 0.457 5.473 -0.148
C -0.125 4.234 -0.371
C -2.561 2.067 -1.368
C -3.187 3.299 -1.241
C -4.550 3.349 -0.986
C -5.281 2.176 -0.859
C -4.654 0.943 -0.992
C -3.293 0.886 -1.248
H -1.807 3.357 -3.876
H -2.113 3.136 -6.305
H -1.334 1.093 -7.470
H -0.212 -0.705 -6.196
H 0.138 -0.473 -3.765
H 1.045 3.650 -3.512
H 2.072 5.857 -3.107
H 1.703 7.020 -0.956
H 0.303 5.979 0.797
H -0.717 3.764 0.404
H -2.624 4.217 -1.340
H -5.041 4.309 -0.883
H -6.343 2.224 -0.653
H -5.222 0.026 -0.892
H -2.800 -0.073 -1.333
C 1.873 -2.453 4.755
Si 1.700 -2.869 2.933
C 3.400 -3.406 2.328
C 0.570 -4.360 2.841
Si 0.893 -1.026 1.735
Si -1.193 -0.390 2.586
C -1.489 1.460 2.402
C -2.564 -1.264 1.637
C -1.415 -0.810 4.400
Si 2.323 0.666 2.490
C 2.252 2.263 1.465
C 1.965 1.222 4.252
C 4.112 0.068 2.505
H 2.213 -3.334 5.310
H 0.919 -2.128 5.181
H 2.601 -1.652 4.913
H 3.519 -4.488 2.458
H 4.190 -2.907 2.897
H 3.560 -3.177 1.272
H 0.910 -5.112 3.563
H 0.576 -4.813 1.847
H -0.468 -4.103 3.085
H -1.654 1.697 1.347
H -0.642 2.057 2.757
H -2.381 1.760 2.963
H -2.215 -1.538 0.638
H -3.443 -0.619 1.537
H -2.873 -2.185 2.144
H -0.600 -0.405 5.011
H -1.436 -1.896 4.551
H -2.359 -0.397 4.773
H 1.725 3.040 2.033
H 1.718 2.155 0.515
H 3.257 2.629 1.243
H 0.959 1.646 4.349
H 2.689 1.991 4.544
H 2.041 0.393 4.963
H 4.354 -0.593 1.669
H 4.303 -0.498 3.424
H 4.800 0.919 2.481
*
```

Results
energy relative to the best compared isomer or geometry (same formula, charge and spin) = 201.8 kJ/mol
HOMO energy = -7.3 eV
gap between HOMO and LUMO = 7.237 eV
LUMO level = -0.0032 Ha
max |F| = 2.0 eV Å⁻¹

Löwdin atomic charge list, values in e, 6 entries: 0.111 -0.056 0.232 0.138 0.130 -0.253